DFT (the ωB97M-V functional and the def2-TZVPD basis) results for a 2-piece molecular cluster, C4H7NO2 overall.

## Properties
energy = -361.79073 Eh
HOMO-LUMO gap = 9.3 eV
spin multiplicity = 1
energy above the lowest of the compared OMol25 structures with the same formula, charge and spin = 56.6 kcal/mol
SMILES = C/C=C/O.N=C=O
E_LUMO = 0.68 eV

Positions of all 14 atoms, in Å:
1 C -0.9810 -0.7070 0.1090
2 C -0.8177 -1.5059 -1.1354
3 C 1.0010 1.4224 -0.4794
4 C 0.0276 -0.3118 0.9108
5 N 1.3029 2.0471 0.5311
6 O 0.9932 0.9218 -1.5321
7 O -0.1375 0.4593 2.0074
8 H 0.7026 1.1497 2.0159
9 H 1.2533 3.0256 0.7234
10 H -1.9822 -0.4879 0.4320
11 H 0.9683 -0.8631 0.7797
12 H -1.7547 -2.0147 -1.3832
13 H -0.5245 -0.8631 -1.9678
14 H -0.0512 -2.2723 -1.0113

=====

DFT (the ωB97M-V functional and the def2-TZVPD basis) results for a 5-piece molecular cluster, C4H15NO7 overall.

## Properties
total charge = -1
energy = -742.83165 Eh
HOMO-LUMO gap (spin up / spin down) = 3.0 / 6.8 eV
spin multiplicity = 2
E_LUMO (spin up / spin down) = 2.45 / 2.35 eV

Positions of all 27 atoms, in Å:
1 O -2.4657 1.0137 -1.5661
2 C -2.1720 -0.2228 -1.5729
3 C -0.8804 -0.7300 -0.9887
4 C -1.1445 -1.9559 -0.1520
5 C 0.0347 -2.7767 0.2433
6 O 1.2132 -2.1349 0.1919
7 O -0.0046 -3.9618 0.5291
8 N -0.2631 0.3817 -0.1331
9 H -2.7347 -0.9767 -2.1345
10 H -0.1269 -0.7820 -1.7983
11 H -1.9786 -2.5644 -0.5505
12 H -1.5968 -1.6210 0.7767
13 H 1.9627 -2.7376 0.0625
14 H 0.7183 0.3823 -0.3196
15 H -0.7771 1.2323 -0.4939
16 H 2.8369 2.3162 -0.9045
17 H 3.8302 2.0070 0.2520
18 O 2.9804 1.7711 -0.1276
19 H -0.3442 2.4802 3.4553
20 H -0.9241 0.9884 3.9666
21 O -0.9829 1.9394 3.9027
22 H -1.2364 1.6514 -3.1854
23 H 0.3227 1.5052 -3.0607
24 O -0.3927 1.5903 -3.6955
25 H 0.6978 0.1936 2.1086
26 H 2.0631 0.7622 2.3852
27 O 1.3645 0.2486 2.8095

=====

DFT (the ωB97M-V functional and the def2-TZVPD basis) results for C9H12N3O3S3V as an isolated structure.

## Properties
energy = -2878.61612 Eh
HOMO-LUMO gap (spin up / spin down) = 6.5 / 6.5 eV
spin multiplicity = 1
energy above the lowest of the compared OMol25 structures with the same formula, charge and spin = 14.3 kcal/mol
E_LUMO (spin up / spin down) = -0.79 / -0.80 eV

Positions of all 31 atoms, in Å:
1 V -0.3701 1.0616 0.4963
2 S 2.8681 1.5368 3.5079
3 C 1.6430 1.2908 2.3965
4 S -0.0070 1.2243 2.7968
5 S 2.0407 1.0790 0.7544
6 N 0.1116 2.6184 -3.3423
7 C 0.1432 2.2985 -2.0388
8 O -0.1494 1.1638 -1.6662
9 C 0.5771 3.3687 -1.0731
10 C -0.1695 3.1834 0.2403
11 H -0.1693 1.9263 -4.0198
12 H 0.3457 3.5392 -3.6688
13 H 0.4160 4.3657 -1.5006
14 H 1.6540 3.2292 -0.9082
15 H -1.1915 3.5738 0.1638
16 H 0.3501 3.6852 1.0610
17 N -0.2089 -5.2467 0.4251
18 C -0.2319 -3.8947 0.4347
19 C -1.0597 -3.1819 1.3148
20 C -1.0507 -1.8054 1.2893
21 N -0.2817 -1.1031 0.4583
22 C 0.4932 -1.7645 -0.3965
23 C 0.5539 -3.1395 -0.4477
24 H -0.7065 -5.7634 1.1268
25 H 0.4618 -5.7347 -0.1386
26 H -1.6865 -3.7103 2.0163
27 H -1.6753 -1.2316 1.9681
28 H 1.0963 -1.1593 -1.0657
29 H 1.2091 -3.6328 -1.1491
30 O -1.8896 1.0979 0.4909
31 O -3.1168 1.1241 0.4756

=====

DFT (the ωB97M-V functional and the def2-TZVPD basis) results for a 2-piece molecular cluster, C4H3ClNO2S overall.

## Properties
total charge = -1
energy = -1217.66871 Eh
HOMO-LUMO gap (spin up / spin down) = 5.3 / 5.3 eV
spin multiplicity = 1
energy above the lowest of the compared OMol25 structures with the same formula, charge and spin = 162.7 kcal/mol
E_LUMO (spin up / spin down) = 1.89 / 1.89 eV

Positions of all 12 atoms, in Å:
1 C -1.5489 -0.7742 0.2453
2 C -2.2420 0.0188 -0.5926
3 C 1.9328 0.7392 0.5019
4 C 1.5694 -0.5736 0.1023
5 N -1.9797 -1.9936 0.4655
6 O 2.5910 1.0729 1.4932
7 O 1.6711 1.7340 -0.4032
8 S -3.4784 -1.3021 -0.1399
9 Cl -2.3413 1.7319 -0.6378
10 H 1.5532 -1.4508 0.8298
11 H 1.0317 -0.5686 -0.7451
12 H 1.2413 1.3662 -1.1193

=====

DFT (the ωB97M-V functional and the def2-TZVPD basis) results for a 17-piece molecular cluster, C44H133N11O17 overall.

## Properties
energy = -3637.33104 Eh
HOMO-LUMO gap = 9.0 eV
spin multiplicity = 1
energy above the lowest of the compared OMol25 structures with the same formula, charge and spin = 38.4 kcal/mol
E_LUMO = 0.48 eV

Positions of all 205 atoms, in Å:
1 C 4.2722 1.2543 -2.9906
2 C 3.3253 2.2467 -2.4413
3 C 3.9128 3.6257 -2.1513
4 O 4.9059 3.5262 -1.0724
5 C 5.7883 4.6029 -1.0398
6 N 2.0653 2.5148 -3.2044
7 H 5.2738 1.5157 -2.5936
8 H 4.3339 1.3360 -4.0473
9 H 4.0126 0.2055 -2.7161
10 H 3.0761 1.8780 -1.4310
11 H 3.1634 4.3662 -1.8308
12 H 4.4201 4.0464 -3.0250
13 H 6.1413 4.8234 -1.9967
14 H 6.6394 4.2656 -0.4819
15 H 5.3062 5.5012 -0.6389
16 H 1.7131 1.6761 -3.7504
17 H 2.2384 3.2943 -3.8556
18 C -3.1523 -2.4908 2.4838
19 C -3.7154 -1.4751 1.4760
20 C -4.7752 -2.0390 0.5572
21 O -4.0927 -3.0627 -0.2170
22 C -3.7316 -2.5675 -1.5007
23 N -4.3192 -0.2876 2.1365
24 H -3.8960 -2.7636 3.2370
25 H -2.2697 -2.1125 3.0144
26 H -2.8216 -3.3997 1.9888
27 H -2.8430 -1.1803 0.8590
28 H -5.1908 -1.2535 -0.0237
29 H -5.5046 -2.5374 1.2205
30 H -3.2831 -1.6033 -1.4589
31 H -4.5967 -2.4746 -2.2222
32 H -2.9753 -3.2944 -1.9433
33 H -4.9367 -0.5353 2.9319
34 H -3.6378 0.2701 2.5940
35 C -1.6621 -4.1047 -6.7649
36 C -0.5058 -5.1204 -6.8869
37 C 0.1833 -5.1872 -5.4773
38 O 0.5630 -3.8443 -5.1023
39 C -0.0744 -3.3676 -3.8926
40 N -0.9127 -6.3420 -7.3556
41 H -1.3313 -3.0745 -6.4206
42 H -2.3520 -4.3935 -6.0005
43 H -2.1197 -3.9604 -7.7669
44 H 0.1743 -4.7136 -7.6047
45 H 1.0722 -5.8021 -5.5236
46 H -0.4404 -5.6587 -4.7258
47 H 0.1568 -2.2951 -3.8250
48 H 0.3002 -3.8903 -2.9985
49 H -1.1214 -3.5674 -3.9598
50 H -0.0638 -6.9335 -7.4852
51 H -1.6260 -6.8343 -6.8470
52 C -0.7281 -0.6070 -1.3871
53 C 0.6230 0.0519 -0.9125
54 C 0.7091 0.0830 0.6271
55 O -0.1741 1.1704 1.0476
56 C -0.3380 1.3114 2.4467
57 N 1.7449 -0.7118 -1.5325
58 H -0.7504 -0.5363 -2.4607
59 H -1.4986 0.0364 -1.0480
60 H -0.9014 -1.5981 -0.9881
61 H 0.6517 1.0617 -1.2606
62 H 1.7596 0.2678 0.8851
63 H 0.3943 -0.8927 1.0940
64 H 0.6203 1.6087 3.0062
65 H -0.7774 0.4068 2.7658
66 H -1.0866 2.0993 2.6715
67 H 1.5467 -1.6908 -1.3519
68 H 2.6372 -0.6047 -1.0856
69 C 4.9617 -4.1257 -5.1739
70 C 3.6156 -3.5292 -4.8824
71 C 3.5192 -2.3827 -3.8521
72 O 4.0116 -2.7816 -2.5678
73 C 5.3731 -2.4954 -2.3339
74 N 3.1537 -2.9382 -6.1525
75 H 5.7310 -3.4523 -5.6510
76 H 4.9847 -5.0454 -5.8361
77 H 5.3578 -4.6224 -4.2597
78 H 3.0932 -4.4003 -4.5918
79 H 2.4369 -2.1465 -3.6437
80 H 4.0809 -1.5173 -4.2692
81 H 5.4719 -2.1019 -1.3349
82 H 5.8751 -1.8570 -3.0661
83 H 5.9424 -3.4353 -2.3485
84 H 2.1320 -2.8484 -6.2577
85 H 3.5747 -3.3904 -6.9377
86 C -2.9636 0.5761 -4.2186
87 C -2.2879 -0.1383 -5.4406
88 C -3.4190 -0.8183 -6.1983
89 O -3.9741 -1.8256 -5.4298
90 C -5.0656 -2.4713 -5.9957
91 N -1.6010 0.7578 -6.3756
92 H -3.4278 -0.1035 -3.5349
93 H -3.6959 1.2746 -4.5294
94 H -2.2175 1.1623 -3.6211
95 H -1.5931 -0.9474 -5.1183
96 H -2.9940 -1.3612 -7.0550
97 H -4.1646 -0.0355 -6.4688
98 H -5.8835 -1.8945 -5.8213
99 H -5.1650 -3.3726 -5.3475
100 H -4.8706 -2.7787 -7.0485
101 H -0.6842 1.0041 -5.9631
102 H -2.1594 1.5747 -6.5229
103 C -0.7538 -6.8216 0.8886
104 C -1.1786 -5.4906 0.3069
105 C 0.0103 -4.7708 -0.3077
106 O 1.1812 -4.7727 0.5779
107 C 1.0098 -4.0691 1.8361
108 N -2.1990 -5.6409 -0.7402
109 H 0.1293 -6.6605 1.5665
110 H -0.3857 -7.4286 0.0688
111 H -1.5648 -7.3115 1.4321
112 H -1.5232 -4.7920 0.9829
113 H -0.2476 -3.7064 -0.5248
114 H 0.2699 -5.2954 -1.1825
115 H 1.9749 -4.1521 2.3767
116 H 0.0783 -4.3953 2.2791
117 H 0.8022 -3.0156 1.5817
118 H -2.2860 -6.5803 -1.1128
119 H -3.0787 -5.2626 -0.4333
120 C -2.7741 5.7197 0.6850
121 C -2.6146 4.2931 0.9553
122 C -3.7552 3.3764 0.5339
123 O -4.9965 3.7289 1.0706
124 C -6.0763 2.8988 0.7930
125 N -1.3858 3.6584 0.4443
126 H -1.9359 6.3147 1.0621
127 H -3.6212 6.1263 1.1337
128 H -3.0038 5.8848 -0.3649
129 H -2.5402 4.2253 2.0089
130 H -3.5500 2.2957 0.8483
131 H -3.7950 3.4372 -0.5876
132 H -6.9314 3.2814 1.3763
133 H -5.7763 1.8914 1.0742
134 H -6.3179 2.8146 -0.2785
135 H -1.3163 2.6380 0.4346
136 H -1.1421 3.9177 -0.5012
137 C -3.3797 4.2039 4.6797
138 C -2.4589 3.0473 5.0409
139 C -1.7698 3.2806 6.4173
140 O -2.7628 3.5543 7.3878
141 C -2.1554 3.9250 8.6350
142 N -3.1040 1.7517 4.8798
143 H -3.8334 4.0736 3.7282
144 H -2.8331 5.1697 4.7211
145 H -4.1628 4.2927 5.4549
146 H -1.6208 3.0946 4.2795
147 H -1.0564 4.1058 6.2062
148 H -1.0887 2.3910 6.6267
149 H -2.8948 4.3811 9.2624
150 H -1.4561 4.7198 8.4994
151 H -1.7891 3.0539 9.1269
152 H -3.9188 1.6998 5.4858
153 H -2.4712 1.0427 5.2391
154 C 1.8993 0.3446 6.9343
155 C 1.1124 -0.7754 6.3122
156 C -0.2116 -0.5350 5.7235
157 O -1.2182 -0.0363 6.6324
158 C -1.7564 -1.0429 7.4069
159 N 1.8405 -1.4611 5.1809
160 H 2.6628 -0.1024 7.5952
161 H 1.3729 1.0475 7.5612
162 H 2.3915 0.8877 6.1435
163 H 1.0957 -1.6810 6.9840
164 H -0.5712 -1.4352 5.1853
165 H -0.0821 0.3646 5.0144
166 H -2.3763 -0.6333 8.1868
167 H -1.0350 -1.6671 7.9727
168 H -2.3227 -1.7251 6.7489
169 H 2.6104 -1.9325 5.5854
170 H 2.1916 -0.7562 4.5395
171 C 0.6631 4.5921 3.6481
172 C 1.7364 5.2807 2.7908
173 C 3.0707 5.0073 3.5172
174 O 3.0096 5.4137 4.9397
175 C 4.2686 5.8435 5.3356
176 N 1.6846 4.6321 1.4776
177 H 0.6950 4.9226 4.7237
178 H 0.7670 3.5119 3.6104
179 H -0.2474 4.8190 3.1773
180 H 1.5592 6.3520 2.8464
181 H 3.8821 5.5475 3.0125
182 H 3.3687 3.9770 3.3717
183 H 4.3783 6.8544 4.9702
184 H 5.0423 5.1819 5.0648
185 H 4.2505 5.8954 6.4647
186 H 2.0186 5.2825 0.8314
187 H 0.7384 4.3338 1.3336
188 O 4.7914 -0.2240 0.4967
189 H 4.4177 -0.9964 0.9114
190 H 4.3925 0.5819 0.8735
191 O 3.2820 2.3974 0.8525
192 H 2.5905 3.1325 1.1189
193 H 3.8966 2.7930 0.2586
194 O 3.4045 0.7701 3.5395
195 H 3.6079 1.6802 3.4412
196 H 3.2159 0.5242 2.6028
197 O 3.3750 -3.0240 -0.0677
198 H 2.7627 -3.7609 -0.0588
199 H 3.5033 -2.9338 -1.0180
200 O -0.6520 3.8687 -2.6627
201 H 0.1102 3.3775 -2.9681
202 H -0.8498 4.5165 -3.3592
203 O 1.3641 -0.0785 -4.3674
204 H 1.5623 -0.3510 -3.3846
205 H 2.1182 -0.4763 -4.8841

=====

DFT (the ωB97M-V functional and the def2-TZVPD basis) results for a 2-piece molecular cluster, C3H5I overall.

## Properties
energy = -414.85539 Eh
HOMO-LUMO gap = 9.6 eV
spin multiplicity = 1
energy above the lowest of the compared OMol25 structures with the same formula, charge and spin = 74.7 kcal/mol
SMILES = C#CI.C
E_LUMO = 0.28 eV

Positions of all 9 atoms, in Å:
1 C -0.3885 1.6038 0.6749
2 C -1.1698 0.8209 1.2799
3 C 0.6878 -0.8790 -0.7828
4 I -2.7357 -0.2912 1.2942
5 H 0.7790 0.1216 -0.7963
6 H 0.5290 2.2028 0.7157
7 H -0.0485 -1.2080 0.1290
8 H 0.5496 -1.1516 -1.8953
9 H 1.7970 -1.2193 -0.6193